# H3N3O3S2

The molecule H3N3O3S2 at a distorted geometry (ωB97M-V/def2-TZVPD, the Open Molecules 2025 dataset).

```
11
Properties=species:S:1:pos:R:3:lowdin_charge:R:1
N -0.11 -0.30 1.72 -0.028
O -0.19 -1.76 -1.73 0.098
S -0.36 0.73 -0.77 0.493
H 0.03 -1.21 1.41 0.054
N 0.56 -1.02 -1.22 -0.473
H -1.08 -0.21 2.05 0.108
H 0.62 1.48 1.37 0.127
N 0.40 0.59 0.85 -0.296
O -1.87 0.45 -0.69 -0.434
S 0.28 2.29 -1.83 0.270
O 1.75 -1.02 -1.16 0.079
```

Properties
Energy relative to the best compared isomer or geometry (same formula, charge and spin) (kcal per mole): 88.7
E_HOMO (alpha / beta) (eV): -9.88 / -9.88
Structure (SMILES): NN[S@@](=O)(=S)[N+](=O)[O-]
Frontier orbital gap (alpha / beta) (eV): 8.4 / 8.4
Total charge: 0
E_tot (a.u.): -1187.94633

# C2H7NO2P2

The molecule C2H7NO2P2 at a distorted geometry (ωB97M-V/def2-TZVPD, the Open Molecules 2025 dataset).

```
14
Properties=species:S:1:pos:R:3:lowdin_charge:R:1
C -1.73 -0.53 -0.41 -0.177
N -3.01 -0.06 -0.29 0.018
H -1.46 1.06 1.30 0.092
H -3.52 0.07 -1.18 0.103
H -1.73 -1.32 -1.04 0.084
C -0.60 0.09 -0.01 -0.524
P 3.47 0.13 -0.63 0.533
H 2.06 -1.84 0.63 -0.131
O -0.55 0.97 1.01 0.029
O 0.59 -0.40 -0.39 -0.389
H 4.39 0.05 0.27 -0.260
H -2.94 0.76 0.31 0.068
P 1.86 -0.50 0.82 0.694
H 3.19 1.52 -0.37 -0.141
```

Properties
Energy relative to the best compared isomer or geometry (same formula, charge and spin) (kcal per mole): 41.2
E_HOMO (eV): -7.36
Structure (SMILES): N/C=C(\O)O[PH]#[PH2]
Frontier orbital gap (eV): 8.0
Total charge: 0
E_tot (a.u.): -968.26216

# C6H7NO2

The molecule C6H7NO2 at a distorted geometry (ωB97M-V/def2-TZVPD, the Open Molecules 2025 dataset).

```
16
Properties=species:S:1:pos:R:3:lowdin_charge:R:1
O 2.24 1.50 -0.33 -0.024
H 0.79 2.93 0.33 0.109
H -3.21 0.24 0.22 0.106
C -2.54 -0.57 -0.12 -0.065
O -1.25 -0.07 0.18 -0.106
H -2.75 -1.48 0.43 0.091
C 1.37 0.81 0.55 -0.263
C 2.06 -1.57 -0.02 -0.179
H 1.61 1.00 1.62 0.163
H -0.56 -1.94 -0.35 0.153
N 2.85 -2.40 -0.11 0.154
C 0.92 2.00 -0.20 -0.096
C -0.25 -0.92 -0.06 -0.098
C 1.02 -0.59 0.15 -0.166
H -2.59 -0.76 -1.18 0.092
H 0.31 1.83 -1.11 0.127
```

Properties
Energy relative to the best compared isomer or geometry (same formula, charge and spin) (kcal per mole): 62.0
E_HOMO (eV): -9.49
Structure (SMILES): CO/C=C(/C#N)[C@@H]1CO1
Frontier orbital gap (eV): 10.1
Total charge: 0
E_tot (a.u.): -437.96894

# C19H28MgO

A structure of composition C19H28MgO (ωB97M-V/def2-TZVPD, the Open Molecules 2025 dataset).

```
49
Properties=species:S:1:pos:R:3:lowdin_charge:R:1
H 3.17 -1.16 -1.30 0.123
H 2.27 -0.61 1.94 0.069
C -2.80 1.33 -1.46 -0.199
C 1.52 1.39 1.59 -0.743
C -0.78 -3.14 0.13 -0.375
H 1.28 3.50 1.23 0.076
H -1.57 -1.59 1.43 0.076
H 2.67 3.13 2.27 0.081
C -2.14 -3.56 -0.41 -0.070
H -0.16 -4.03 0.25 0.137
H -2.83 -2.72 -0.46 0.068
C 1.47 -0.32 -2.29 -0.279
C 2.10 -1.21 -1.42 -0.030
C 0.09 -0.42 -2.43 -0.085
C -0.65 -1.35 -1.69 -0.065
C 2.67 0.40 1.81 -0.042
H 1.89 -2.77 0.01 0.125
H -2.58 -4.31 0.24 0.082
H 0.02 -2.17 1.92 0.073
H -2.05 -3.99 -1.42 0.086
C -3.09 0.74 -0.20 -0.187
H -0.42 0.21 -3.15 0.121
H 3.27 0.66 2.69 0.081
C -2.70 1.65 0.81 -0.170
H -3.60 -0.20 -0.05 0.098
H -0.21 2.10 2.68 0.072
C -2.21 2.60 -1.22 -0.176
H 3.33 0.39 0.94 0.075
H 3.12 0.29 -3.53 0.085
H 1.65 1.25 -3.75 0.080
C 2.09 2.80 1.40 -0.041
H -2.82 1.50 1.87 0.107
Mg -0.75 0.97 -0.42 0.703
H -1.77 3.67 0.68 0.107
H 2.74 2.81 0.52 0.076
C 2.26 0.73 -3.02 -0.031
H -1.90 3.31 -1.96 0.104
C 1.37 -2.12 -0.68 -0.017
O 0.82 1.01 0.45 -0.275
H 2.63 1.46 -2.30 0.085
C -0.02 -2.20 -0.78 -0.199
H -1.41 -3.17 2.21 0.083
C -2.16 2.79 0.18 -0.173
H 0.15 0.38 2.92 0.074
C -0.94 -2.48 1.51 -0.047
H -3.02 0.90 -2.42 0.105
H -1.72 -1.42 -1.85 0.109
H 1.13 1.62 3.73 0.083
C 0.60 1.37 2.81 -0.039
```

Properties
Energy relative to the best compared isomer or geometry (same formula, charge and spin) (kcal per mole): 1.1
E_HOMO (eV): -8.26
Frontier orbital gap (eV): 8.8
Total charge: 0
E_tot (a.u.): -1016.17658

# C23H24N4O3S

The molecule C23H24N4O3S (ωB97M-V/def2-TZVPD, the Open Molecules 2025 dataset).

```
55
Properties=species:S:1:pos:R:3:lowdin_charge:R:1
C -1.88 -0.38 -0.66 -0.098
O 1.24 0.69 2.06 0.092
N -3.01 -0.46 -1.33 0.084
H -0.89 0.70 3.31 0.134
H -4.37 0.47 -2.53 0.106
C -4.14 2.62 1.21 -0.183
S -1.73 3.28 1.77 1.052
C -2.16 1.60 1.86 -0.536
H -3.12 2.64 -2.58 0.109
H 2.13 -4.10 4.05 0.107
C -3.47 1.42 1.54 -0.136
C 1.63 2.43 -2.66 -0.011
C -1.12 0.79 -0.60 -0.242
H 2.04 3.24 -2.07 0.121
H 1.82 1.99 -0.11 0.165
H 1.82 3.45 -4.54 0.102
C 2.37 -0.06 -0.31 -0.460
H -3.95 0.45 1.53 0.118
H -3.56 4.73 1.10 0.060
H 1.49 -1.46 3.02 0.104
H 0.81 -1.34 -0.06 0.113
N 0.09 0.83 0.13 0.047
C 1.14 -2.49 2.95 -0.174
C -3.44 0.60 -1.99 -0.138
H 0.32 -2.63 3.67 0.122
H -0.99 2.81 -1.31 0.123
H -1.56 -0.42 2.11 0.127
C 2.55 -2.43 0.23 -0.100
H -1.57 -1.27 -0.13 0.122
H 3.06 -2.91 -0.60 0.135
H 0.85 1.53 -5.81 0.103
N 0.59 0.36 -4.16 0.081
C 1.57 -3.41 0.89 -0.322
H 0.40 -0.70 -2.44 0.117
C -3.33 3.70 1.29 -0.406
H 3.23 -2.97 3.28 0.109
C -2.74 1.80 -2.02 -0.033
H -5.17 2.67 0.93 0.104
C -1.15 0.58 2.25 -0.089
C -1.56 1.90 -1.32 -0.014
C 2.27 -4.34 1.88 -0.121
H 3.31 -2.08 0.95 0.133
C 1.51 2.55 -4.03 -0.051
H 1.68 -5.24 2.03 0.116
H 1.02 -3.95 0.11 0.153
C 1.22 1.26 -2.04 -0.171
O 3.56 0.15 -0.31 0.098
O 0.59 -2.73 1.66 -0.126
C 2.29 -3.49 3.16 -0.139
C 0.97 1.49 -4.74 -0.146
C 1.36 1.09 -0.55 -0.124
C 0.72 0.25 -2.85 -0.094
H 3.27 -4.62 1.55 0.117
C 0.17 0.70 1.49 -0.451
N 1.81 -1.28 -0.23 0.095
```

Properties
Energy relative to the best compared isomer or geometry (same formula, charge and spin) (kcal per mole): 38.4
E_HOMO (eV): -8.79
Structure (SMILES): O=C(NC[C@H]1CCCO1)[C@@H](c1cccnc1)N(C(=O)Cc1cccs1)c1cccnc1
Frontier orbital gap (eV): 9.3
Total charge: 0
E_tot (a.u.): -1733.80168

# C10H22N2O

The molecule C10H22N2O at a distorted geometry (ωB97M-V/def2-TZVPD, the Open Molecules 2025 dataset).

```
35
Properties=species:S:1:pos:R:3:lowdin_charge:R:1
C 0.17 -1.28 -0.31 -0.172
H -3.74 1.33 1.66 0.075
H 1.26 -1.32 -0.47 0.108
H -1.55 -1.55 -1.58 0.099
H 1.38 -1.02 2.26 0.101
C 0.80 1.13 0.44 -0.169
H 3.87 -0.79 2.57 0.086
H -0.16 -2.62 -1.97 0.115
H 1.11 0.51 3.06 0.106
H -0.81 -1.82 -4.38 0.082
H -0.17 -0.24 -4.86 0.062
H 1.05 1.64 -0.51 0.114
H -1.71 -0.34 -4.01 0.060
H -3.60 2.95 0.98 0.113
H 0.39 1.90 1.08 0.109
C -0.71 -0.75 -4.07 -0.123
C 2.09 0.66 1.09 -0.211
H 2.61 -0.08 0.43 0.111
H 3.00 -0.64 4.13 0.065
N -0.23 0.08 0.19 -0.048
H -0.27 0.48 -2.35 0.115
H -3.37 -0.40 0.77 0.019
C -0.44 -1.60 -1.69 -0.214
H -0.05 -2.08 0.41 0.118
H 2.67 1.57 1.28 0.115
C 3.16 -0.15 3.16 -0.125
C 0.00 -0.55 -2.72 -0.265
C -3.39 1.87 0.81 -0.088
C 1.81 -0.03 2.44 -0.261
O -2.00 1.68 0.70 -0.071
H 1.09 -0.61 -2.86 0.105
N -2.40 -0.64 0.56 0.119
C -1.57 0.39 0.50 -0.411
H -3.90 1.48 -0.06 0.091
H 3.62 0.83 3.30 0.070
```

Properties
Energy relative to the best compared isomer or geometry (same formula, charge and spin) (kcal per mole): 2.3
E_HOMO (eV): -8.28
Structure (SMILES): [H]/N=C(\OC)N(CCCC)CCCC
Frontier orbital gap (eV): 9.2
Total charge: 0
E_tot (a.u.): -578.93960